Entry 1:
Here is a 10-piece molecular cluster, C54H144N21O13P7 overall from the Open Molecules 2025 dataset. Energies are from ωB97M-V/def2-TZVPD.

```
239
Properties=species:S:1:pos:R:3:forces:R:3
C -5.764 5.399 2.824 0.441 0.573 -0.022
N -4.615 5.075 3.647 -0.959 0.261 -0.069
C -4.816 5.269 5.046 0.763 -1.516 1.183
P -3.274 4.335 3.011 -2.738 -1.906 0.212
O -3.655 4.032 1.628 0.210 -0.638 -1.247
N -2.110 5.359 3.288 2.276 0.506 0.693
C -2.331 6.756 3.431 0.423 1.616 -1.428
C -0.721 5.013 2.991 0.725 -0.478 0.754
N -2.959 2.925 3.865 2.009 1.771 1.432
C -3.779 1.765 3.674 -0.684 -0.450 1.695
C -2.332 2.992 5.250 -1.404 0.553 -0.559
H -6.283 6.187 3.363 -0.421 0.095 0.035
H -6.458 4.562 2.671 0.179 0.115 -0.209
H -5.414 5.872 1.899 -0.356 -0.540 -0.113
H -5.564 4.538 5.491 0.951 0.433 -0.361
H -5.211 6.238 5.333 0.192 0.526 -0.256
H -3.789 5.119 5.478 -1.270 0.254 0.345
H -1.705 7.188 4.211 -0.140 -0.055 0.291
H -1.999 7.258 2.477 -0.285 -0.220 0.739
H -3.383 7.006 3.548 0.175 -0.074 0.294
H -0.077 4.943 3.910 -0.692 0.439 -0.911
H -0.666 4.023 2.545 -0.117 -0.109 -0.077
H -0.267 5.706 2.265 -0.224 -0.055 0.397
H -3.137 0.869 3.726 -0.451 0.107 -0.391
H -4.471 1.679 4.587 0.453 -0.054 -1.308
H -4.356 1.859 2.749 0.219 -0.241 0.187
H -1.676 2.164 5.442 0.256 -0.554 -0.179
H -3.120 3.004 6.026 0.056 -0.419 -0.321
H -1.786 3.909 5.477 0.136 0.019 -0.752
C -7.461 -4.654 -3.396 -0.898 0.711 -0.623
N -6.350 -3.966 -3.951 0.822 0.937 -1.555
C -6.067 -4.440 -5.318 0.191 1.220 1.100
P -5.593 -2.625 -3.353 -0.577 0.209 1.959
O -6.164 -2.368 -1.984 0.762 -0.314 -1.280
N -3.891 -2.808 -3.289 -0.916 -1.089 -0.377
C -3.099 -2.991 -4.517 -0.250 -0.574 0.211
C -3.434 -3.764 -2.269 1.051 0.715 -0.045
N -5.731 -1.413 -4.459 0.563 1.150 0.054
C -4.870 -0.205 -4.274 0.579 -2.131 -1.523
C -6.912 -1.040 -5.217 0.076 -1.143 -0.002
H -8.288 -4.676 -4.132 0.068 0.199 0.339
H -7.777 -4.158 -2.514 -0.350 0.226 0.970
H -7.216 -5.665 -3.228 0.307 -1.432 0.572
H -5.650 -3.604 -5.906 0.005 -0.603 0.052
H -7.045 -4.714 -5.705 0.323 -0.444 -0.569
H -5.358 -5.241 -5.160 0.029 -0.572 -0.975
H -3.276 -3.969 -5.006 0.008 0.274 0.210
H -3.318 -2.221 -5.242 0.028 0.297 -0.126
H -2.036 -2.982 -4.244 -0.184 0.250 -0.085
H -3.886 -3.568 -1.326 -0.464 0.433 0.752
H -3.573 -4.837 -2.423 -0.092 -0.017 -0.746
H -2.356 -3.540 -2.168 -0.372 -0.475 0.201
H -5.470 0.628 -4.017 -0.478 0.993 0.155
H -4.167 -0.420 -3.494 0.443 0.201 0.257
H -4.327 -0.089 -5.251 -0.392 0.479 0.913
H -7.571 -1.920 -5.271 -0.087 0.472 -0.017
H -6.572 -0.807 -6.233 -0.314 0.199 0.024
H -7.423 -0.172 -4.773 0.003 -0.320 -0.140
C -1.337 1.368 -0.915 1.505 -0.534 -0.766
N -1.669 0.013 -0.489 0.470 1.312 0.713
C -2.538 -0.720 -1.341 -1.403 0.179 0.511
P -0.657 -0.990 0.312 1.193 -0.390 0.135
O -1.461 -2.110 0.870 0.678 -0.069 -0.216
N 0.588 -1.584 -0.689 -1.805 -1.139 0.976
C 1.552 -0.811 -1.362 0.280 0.554 -1.562
C 0.412 -2.876 -1.339 1.072 -0.633 1.109
N 0.195 0.025 1.321 0.165 -1.051 -0.150
C -0.575 0.840 2.232 1.213 1.433 0.578
C 1.366 -0.593 1.976 0.169 -0.102 -0.599
H -0.658 1.428 -1.819 -0.328 -0.316 0.821
H -0.884 1.929 -0.098 -0.103 0.029 -0.092
H -2.222 1.835 -1.256 -1.078 0.618 -0.022
H -3.361 -0.052 -1.634 0.328 -0.348 -0.394
H -2.962 -1.535 -0.758 -0.119 -0.008 -0.280
H -1.968 -1.161 -2.127 0.044 -0.240 -1.379
H 1.671 0.160 -0.921 0.279 0.428 0.461
H 2.504 -1.359 -1.405 -0.003 0.333 0.084
H 1.229 -0.616 -2.419 0.297 -0.117 0.391
H 1.386 -3.429 -1.294 -0.623 0.418 -0.279
H -0.290 -3.506 -0.810 -0.322 0.101 0.199
H 0.109 -2.795 -2.367 -0.134 0.174 -0.709
H -0.475 0.547 3.282 -0.118 -0.321 -0.207
H -0.246 1.904 2.232 -0.025 -0.479 -0.218
H -1.583 0.834 1.955 -1.673 0.047 -0.310
H 1.169 -0.462 3.020 0.725 0.054 0.739
H 2.297 -0.118 1.618 -0.344 -0.370 0.463
H 1.451 -1.679 1.842 -0.184 0.330 -0.205
C 2.535 2.365 0.747 -1.036 1.668 -0.479
N 3.073 3.690 1.150 1.288 -0.053 -0.324
C 2.724 4.804 0.232 -0.625 -0.895 0.169
P 3.275 4.123 2.767 -2.201 0.862 -0.200
O 2.034 4.647 3.421 0.906 -0.214 -0.267
N 3.750 2.766 3.507 1.121 -1.766 0.015
C 3.171 2.299 4.774 -0.787 -1.329 -0.734
C 4.704 1.813 2.907 1.068 0.560 0.718
N 4.432 5.307 2.797 -0.778 0.122 -0.013
C 4.101 6.613 3.346 -1.342 -0.535 0.115
C 5.711 5.126 2.162 0.535 0.223 0.577
H 2.894 1.586 1.386 -0.252 -0.068 0.486
H 2.848 2.075 -0.256 0.370 0.333 -0.149
H 1.412 2.439 0.669 0.853 -0.435 0.454
H 1.606 4.780 0.229 0.666 0.431 -0.760
H 3.200 4.730 -0.780 -0.641 -0.408 0.723
H 3.038 5.771 0.609 0.054 0.009 0.421
H 2.834 1.222 4.573 0.193 1.301 0.433
H 3.908 2.221 5.597 -0.341 0.474 -0.373
H 2.274 2.917 4.994 0.826 -0.403 0.145
H 4.309 0.800 2.881 -0.400 -0.039 -0.350
H 5.054 2.150 1.912 -0.499 -0.393 0.557
H 5.618 1.703 3.542 -0.464 0.341 -0.267
H 4.003 7.391 2.609 -0.113 0.322 -0.582
H 3.216 6.625 4.008 0.010 -0.529 -0.942
H 4.816 6.906 4.035 2.122 0.629 1.129
H 5.808 4.057 1.922 0.445 0.453 0.237
H 6.523 5.512 2.838 -0.518 -0.713 -0.516
H 5.817 5.678 1.230 -0.151 0.170 -0.278
C -0.425 -5.810 5.957 0.980 -0.783 -0.631
N 0.353 -4.571 5.780 -0.238 -1.296 1.503
C 0.518 -3.837 7.055 0.770 -1.514 -1.019
P 0.560 -3.852 4.314 -0.023 -0.854 0.115
O 1.582 -2.827 4.373 0.913 2.697 0.851
N 1.139 -5.014 3.319 -1.460 -1.246 -0.768
C 2.205 -5.914 3.722 -0.239 0.736 0.772
C 1.049 -4.715 1.886 0.342 0.502 0.229
N -0.891 -3.383 3.731 -0.840 0.693 -0.987
C -1.918 -4.301 3.164 2.136 -0.264 1.130
C -1.423 -2.071 4.114 -1.359 0.765 -1.290
H -1.486 -5.640 6.070 -0.500 0.179 -0.090
H -0.119 -6.392 6.854 0.158 0.659 -0.339
H -0.246 -6.522 5.106 -0.325 0.823 0.548
H -0.428 -3.738 7.534 -0.874 0.056 0.556
H 0.889 -2.861 6.839 0.603 0.588 0.043
H 1.199 -4.451 7.690 -0.330 0.746 -0.162
H 2.558 -6.275 2.801 0.680 -1.126 -1.012
H 3.050 -5.392 4.170 0.037 0.205 0.264
H 1.911 -6.735 4.396 -0.134 0.322 -0.320
H 0.042 -4.361 1.623 0.611 0.107 -0.034
H 1.820 -3.986 1.545 -0.488 -0.087 0.297
H 1.261 -5.617 1.346 -0.083 -0.637 -0.411
H -2.550 -3.717 2.548 -0.733 0.365 -0.624
H -1.394 -5.081 2.591 -0.440 0.238 0.093
H -2.424 -4.788 3.985 -0.657 -0.120 0.052
H -2.129 -2.115 4.949 0.148 -0.174 0.147
H -2.038 -1.590 3.274 0.844 -1.124 0.832
H -0.695 -1.294 4.306 0.721 -0.427 0.329
C -0.867 2.485 -7.373 0.770 0.924 -0.582
N -0.833 2.455 -5.919 0.681 0.664 -0.837
C -2.078 2.507 -5.237 -0.538 -0.723 1.315
P 0.701 2.567 -5.332 0.082 0.760 -0.123
O 1.650 3.401 -6.138 -0.928 -0.252 0.608
N 0.536 3.050 -3.727 0.776 -1.046 1.142
C 0.257 4.425 -3.346 -0.485 0.089 -2.574
C 1.637 2.628 -2.817 0.662 1.393 -1.427
N 1.175 0.982 -5.324 2.840 0.766 -0.427
C 2.659 0.857 -5.637 -0.879 -0.367 1.297
C 0.300 -0.120 -5.577 1.860 -0.672 -1.996
H -0.847 3.532 -7.805 -0.293 -0.979 0.531
H -1.729 1.943 -7.712 -0.512 -0.181 -0.273
H 0.028 2.002 -7.794 -0.264 0.040 0.171
H -2.729 3.276 -5.635 -0.189 0.215 -0.060
H -1.893 2.718 -4.173 -0.256 -0.030 -0.430
H -2.627 1.524 -5.264 0.393 0.703 -0.142
H -0.522 4.494 -2.648 -0.956 -0.127 1.450
H 1.143 4.930 -3.015 0.519 0.370 0.240
H -0.129 4.953 -4.220 0.113 0.214 -0.100
H 1.343 2.748 -1.789 -0.307 0.084 0.381
H 1.973 1.619 -2.975 0.086 -0.339 -0.203
H 2.465 3.388 -3.039 -0.436 -1.259 0.606
H 3.160 0.417 -4.762 0.017 0.203 -0.044
H 2.916 0.196 -6.457 -0.507 -0.047 -0.502
H 3.028 1.867 -5.833 0.096 -0.406 -0.006
H -0.586 0.058 -5.066 -1.855 -0.054 0.690
H 0.785 -1.028 -5.221 -0.169 -0.154 0.234
H 0.154 -0.277 -6.694 -0.233 0.172 1.124
C 7.326 -2.210 -1.098 2.356 0.999 -0.753
N 6.864 -3.300 -1.843 -1.382 0.092 -1.510
C 7.065 -3.165 -3.295 0.324 -1.593 1.451
P 6.307 -4.725 -1.268 2.136 -2.182 0.152
O 5.909 -5.611 -2.375 -0.613 0.035 -0.231
N 7.587 -5.507 -0.464 -1.405 2.063 0.525
C 8.304 -4.814 0.612 -0.597 -0.360 -0.543
C 8.154 -6.716 -0.894 1.677 -1.283 -0.001
N 5.298 -4.387 -0.037 -1.710 1.168 0.671
C 5.013 -5.266 1.076 1.505 -0.610 0.449
C 4.109 -3.561 -0.311 0.158 -0.155 -0.838
H 7.091 -2.289 -0.079 -0.664 0.271 1.256
H 7.015 -1.271 -1.545 -0.553 0.271 0.195
H 8.449 -2.141 -1.164 -0.538 -0.157 0.187
H 6.698 -2.264 -3.688 -0.834 1.415 -0.294
H 6.576 -4.018 -3.742 0.102 -0.068 -0.440
H 8.126 -3.180 -3.450 0.772 -0.148 -0.535
H 7.806 -3.848 0.743 0.500 -0.232 0.305
H 8.241 -5.374 1.565 0.129 0.136 -0.309
H 9.357 -4.690 0.326 -0.101 0.175 0.230
H 9.118 -6.563 -1.461 -0.703 -0.094 0.272
H 8.463 -7.228 0.052 -0.277 -0.368 -0.823
H 7.488 -7.327 -1.525 0.175 0.338 0.493
H 4.785 -4.674 1.962 -0.177 0.120 -0.021
H 4.170 -5.932 0.869 0.129 -0.119 -0.016
H 5.948 -5.828 1.314 -0.969 0.066 -0.192
H 3.204 -4.160 -0.523 0.486 -0.041 0.181
H 4.309 -2.968 -1.190 -0.017 0.274 -0.368
H 3.874 -2.860 0.478 0.137 0.039 0.526
O -4.439 -1.737 3.877 -0.004 0.212 0.733
C -4.861 -1.741 2.769 -1.009 -1.159 -2.068
C -4.388 -1.070 1.509 1.103 0.052 -0.145
C -5.543 -1.013 0.560 -0.377 -0.546 0.346
C -6.267 -2.301 0.969 -0.396 -0.961 -0.377
O -5.885 -2.581 2.357 -0.162 0.771 0.209
H -3.894 -0.151 1.709 0.307 0.942 0.186
H -3.595 -1.697 1.082 -0.058 -0.190 0.368
H -6.144 -0.144 0.759 -0.511 0.277 0.262
H -5.319 -0.995 -0.502 0.204 -0.202 0.120
H -7.379 -2.205 0.898 0.940 -0.242 0.243
H -5.941 -3.194 0.361 -0.352 1.069 0.524
O 4.948 0.189 -0.277 -0.680 -0.553 -0.206
C 5.427 0.940 -1.070 0.686 0.776 1.328
C 6.433 2.025 -0.716 1.726 -0.284 0.040
C 6.603 2.756 -2.042 -0.938 0.451 0.701
C 6.204 1.708 -3.014 -0.290 0.482 -0.181
O 5.156 1.004 -2.376 -0.674 -1.227 -0.248
H 6.108 2.597 0.149 -0.224 0.118 -0.179
H 7.439 1.576 -0.401 -1.419 0.244 -0.419
H 5.960 3.622 -2.190 -0.123 0.093 0.417
H 7.581 3.035 -2.268 1.738 0.743 -0.036
H 5.825 2.160 -3.901 -0.291 -0.091 -0.881
H 7.039 1.068 -3.211 0.352 -0.749 -0.352
O -3.787 3.342 -2.808 0.478 -0.277 0.201
C -4.508 3.219 -1.854 -0.928 0.642 -0.189
C -5.182 4.300 -1.066 -1.326 0.431 -1.744
C -6.561 3.673 -0.723 1.379 1.025 0.176
C -6.146 2.261 -0.489 1.384 -1.440 -0.911
O -4.971 2.049 -1.430 -1.200 -1.255 0.870
H -4.664 4.399 -0.158 1.078 0.734 1.142
H -5.244 5.185 -1.737 0.162 -0.299 0.968
H -6.893 4.001 0.242 -0.592 0.805 0.267
H -7.242 3.946 -1.534 -0.286 -0.815 0.283
H -5.807 1.969 0.526 0.137 0.934 -0.449
H -6.886 1.515 -0.711 -0.269 -0.372 -0.642
```
Forces are in eV/Å.

## Properties
- SMILES string: CN(C)P(=O)(N(C)C)N(C)C.CN(C)P(=O)(N(C)C)N(C)C.CN(C)P(=O)(N(C)C)N(C)C.CN(C)P(=O)(N(C)C)N(C)C.CN(C)P(=O)(N(C)C)N(C)C.CN(C)P(=O)(N(C)C)N(C)C.CN(C)P(=O)(N(C)C)N(C)C.O=C1CCCO1.O=C1CCCO1.O=C1CCCO1
- LUMO: 0.407 eV



Entry 2:
Here is C2H4AgF3NO4S as an isolated structure from the Open Molecules 2025 dataset. Energies are from ωB97M-V/def2-TZVPD.

```
16
Properties=species:S:1:pos:R:3:forces:R:3
O 0.595 1.192 1.139 3.466 -2.760 2.492
C 0.517 2.453 1.781 0.283 -0.036 1.408
Ag -0.625 0.474 -0.236 -2.348 1.068 -2.305
H -0.314 2.437 2.499 0.230 0.129 -0.073
H 1.453 2.665 2.316 -0.294 0.139 -0.201
H 0.313 3.235 1.038 0.236 -0.452 0.015
O 0.352 -1.335 0.476 -1.886 -2.283 -1.755
H 1.072 0.202 1.588 -2.077 4.762 -1.456
N -0.671 -1.561 -0.515 3.125 0.709 0.880
S -1.807 -2.549 -0.005 -3.186 -4.618 0.967
O -3.097 -2.350 -0.675 2.335 0.606 0.489
O -1.322 -3.931 0.086 -0.285 2.252 -0.261
C -2.195 -2.142 1.798 0.559 0.419 -0.330
F -1.435 -2.832 2.627 0.042 -0.145 0.087
F -3.467 -2.365 2.082 0.032 -0.091 -0.164
F -1.942 -0.831 2.002 -0.231 0.301 0.206
```
Forces are in eV/Å.

## Properties
- Spin multiplicity: 2
- ⟨S²⟩: 0.7558
- LUMO (alpha / beta): -0.829 / -1.735 eV



Electronic energy (computed, eV): -181273.9105, -34799.0406
Relative energy (zero: lowest compared OMol25 entry of this formula, charge and spin) (computed, kcal per mole): 0.00, 3.66